(1)
DFT (ωB97M-V/def2-TZVPD) results for a 2-piece molecular cluster, C3H12NS overall in a non-equilibrium geometry.

Last column: Mulliken charge in e.
Positions of all 17 atoms, in Å:
C (-2.629, -0.231, 0.027)  -1.0057
N (-1.382, -0.282, 0.863)  -1.6254
H (-2.467, -0.996, -0.736)  0.3781
H (-2.701, 0.719, -0.486)  0.2649
H (-3.507, -0.501, 0.596)  0.5695
H (-1.021, -1.290, 0.849)  0.8070
H (-0.647, 0.247, 0.337)  -0.4158
H (-1.411, 0.093, 1.836)  1.0538
C (1.977, 1.385, 0.416)  -0.8983
S (1.104, 0.893, -1.091)  -0.1182
C (1.496, -0.872, -1.185)  -1.0382
H (1.843, 0.573, 1.105)  0.3795
H (3.032, 1.600, 0.277)  0.3196
H (1.508, 2.294, 0.778)  0.2908
H (2.532, -0.938, -1.517)  0.3101
H (0.825, -1.376, -1.873)  0.4028
H (1.447, -1.316, -0.195)  0.3255

Its charge is 0. For the LUMO energy (spin up / spin down), the calculation gives 0.030 / 0.024 Ha. The highest occupied orbital energy (spin up / spin down) is -3.466 / -9.044 eV. As for the molar mass: 94.20 g mol⁻¹. As for the multiplicity: 2. Its gap between HOMO and LUMO (spin up / spin down) is 4.278 / 9.683 eV. As for the energy above the lowest of the compared OMol25 structures with the same formula, charge and spin: 0.0344 eV. As for the total energy: -15627.563 eV. As for the expectation value of S²: 0.75.

***

(2)
DFT (ωB97M-V/def2-TZVPD) results for a 2-piece molecular cluster, C3H12NS overall in a non-equilibrium geometry.

Last column: Mulliken charge in e.
Positions of all 17 atoms, in Å:
C (1.234, -0.350, 2.303)  -0.7607
N (1.042, 0.877, 1.458)  -0.1525
H (1.532, -0.071, 3.302)  0.3461
H (1.937, -0.993, 1.792)  0.3429
H (0.298, -0.895, 2.221)  0.3019
H (1.901, 1.306, 1.117)  0.3783
H (0.375, 0.619, 0.697)  -0.0582
H (0.541, 1.546, 2.044)  0.3930
C (-1.933, -1.187, -1.143)  -0.7156
S (-1.213, 0.448, -0.783)  -0.1056
C (-0.033, 0.753, -2.138)  -0.7826
H (-1.686, -1.825, -0.294)  0.2505
H (-2.981, -1.033, -1.285)  0.3033
H (-1.589, -1.630, -2.073)  0.3234
H (0.336, -0.201, -2.464)  0.3029
H (0.752, 1.398, -1.768)  0.3243
H (-0.513, 1.238, -2.987)  0.3088

Its charge is +1. For the LUMO energy, the calculation gives -0.126 Ha. The highest occupied orbital energy is -12.779 eV. As for the molar mass: 94.20 g mol⁻¹. Its gap between HOMO and LUMO is 9.362 eV. As for the energy above the lowest of the compared OMol25 structures with the same formula, charge and spin: 0.3348 eV. As for the total energy: -15624.251 eV.

***

(3)
DFT (ωB97M-V/def2-TZVPD) results for a 3-piece molecular cluster, C3H12O2S2 overall in a non-equilibrium geometry.

Last column: Mulliken charge in e.
Positions of all 19 atoms, in Å:
C (0.013, 1.963, 0.087)  -0.9327
C (-0.124, 0.798, -0.898)  -0.3425
S (-1.927, 0.430, -1.542)  -0.1032
S (-2.901, -0.263, 0.137)  -0.0689
C (-2.731, -2.088, -0.264)  -0.8642
H (-0.126, 1.538, 1.078)  0.2134
H (-0.716, 2.805, -0.039)  0.2774
H (1.084, 2.256, 0.046)  0.3281
H (0.560, 0.846, -1.765)  0.3351
H (0.033, -0.134, -0.354)  0.2090
H (-2.955, -2.414, -1.253)  0.3433
H (-1.682, -2.262, -0.181)  0.2708
H (-3.291, -2.787, 0.345)  0.3294
O (2.200, -1.374, -1.136)  -0.6321
H (3.013, -1.054, -1.612)  0.3202
H (1.624, -1.269, -1.905)  0.3193
O (2.635, 0.842, 3.370)  -0.6463
H (3.406, 1.340, 3.109)  0.3138
H (1.885, 0.828, 2.779)  0.3303

Its charge is 0. For the LUMO energy, the calculation gives 0.015 Ha. The highest occupied orbital energy is -8.784 eV. As for the molar mass: 144.26 g mol⁻¹. Its SMILES is CCSSC.O.O. Its gap between HOMO and LUMO is 9.197 eV. As for the energy above the lowest of the compared OMol25 structures with the same formula, charge and spin: 1.3580 eV. As for the total energy: -29070.313 eV.